No. 1
C24H26F19N6O12S6V | the ωB97M-V functional and the def2-TZVPD basis

gap between HOMO and LUMO (spin up / spin down) = 6.4 / 7.3 eV
highest occupied orbital energy (spin up / spin down) = -0.3467 / -0.3467 hartree
net charge = 0
spin multiplicity = 3
electronic energy = -201145.4791 eV
lowest unoccupied orbital energy (spin up / spin down) = -2.995 / -2.136 eV

```
94
C24H26F19N6O12S6V, DFT the ωB97M-V functional and the def2-TZVPD basis
V -7.5956 17.6866 -13.5770
C -5.6537 21.1386 -15.3146
F -4.6851 22.0547 -15.4034
F -6.8517 21.7201 -15.3199
F -5.5034 20.3091 -16.3905
S -5.5155 20.2449 -13.5254
O -4.2400 20.7024 -12.9445
O -6.7274 20.6291 -12.7599
N -5.7972 18.4957 -13.8057
S -4.3265 18.0203 -14.0470
O -4.4529 16.6392 -14.4941
O -3.6078 18.9076 -14.9352
C -3.4537 17.8919 -12.2861
F -4.0999 18.5957 -11.3068
F -3.4162 16.6302 -11.9301
F -2.1919 18.3435 -12.3737
C -8.9272 16.1806 -9.7846
F -9.0920 16.0929 -8.4492
F -8.0158 15.2950 -10.1690
F -10.0696 15.8277 -10.3734
S -8.3473 17.9549 -10.3320
O -8.9309 18.9365 -9.4430
O -6.8886 17.8875 -10.3309
N -8.7897 18.0987 -12.0353
S -10.3040 18.5722 -11.9830
O -10.8262 18.1478 -13.2286
O -11.1254 18.2686 -10.7926
C -10.2704 20.5753 -12.0808
F -9.6444 21.0220 -10.9166
F -9.4736 20.9769 -13.0952
F -11.4551 21.0461 -12.2948
C -6.4688 14.4124 -16.0719
F -6.7315 13.3811 -16.9270
F -6.3901 13.9500 -14.8264
F -5.2747 14.9028 -16.3125
S -7.8091 15.8077 -16.2802
O -6.9922 16.9587 -16.7692
O -8.8761 15.3402 -17.1568
N -8.3273 16.2163 -14.6589
S -9.4486 15.1223 -14.3137
O -9.1718 13.7581 -14.7167
O -9.6938 15.3054 -12.8844
C -11.1562 15.6510 -15.1370
F -11.3740 14.7103 -16.0556
F -12.1168 15.6330 -14.2044
F -11.0155 16.8374 -15.7410
C -6.4151 20.4910 -7.5274
C -5.6176 21.0036 -8.7699
C -6.4287 21.8823 -9.7431
C -7.0972 23.0049 -9.0568
N -7.6041 23.8800 -8.5536
H -5.8152 19.8424 -6.8891
H -7.4120 20.1452 -7.8008
H -6.5581 21.3562 -6.8802
H -5.3313 20.1518 -9.3868
H -4.7211 21.5944 -8.5819
H -7.2040 21.2830 -10.2205
H -5.7276 22.2685 -10.4829
C -8.1071 19.2014 -18.8988
C -9.2077 20.2129 -18.4298
C -10.0537 19.5782 -17.2628
C -9.2808 19.3255 -15.9975
N -8.6589 19.0637 -15.0238
H -7.2526 19.2171 -18.2223
H -7.6627 19.5751 -19.8212
H -8.5167 18.2022 -19.0466
H -9.8450 20.3939 -19.2954
H -8.8066 21.1976 -18.1898
H -10.4882 18.6205 -17.5496
H -10.8634 20.2592 -17.0005
C -3.8350 12.7406 -13.1078
C -4.7524 12.7134 -11.8578
C -4.9681 14.0326 -11.1218
C -5.7002 15.0633 -11.9294
N -6.3103 15.8714 -12.4750
H -3.7501 11.7929 -13.6396
H -2.8200 12.9563 -12.7740
H -4.1564 13.4882 -13.8330
H -4.4033 11.9819 -11.1290
H -5.7369 12.4528 -12.2464
H -4.0407 14.5063 -10.8000
H -5.5514 13.8705 -10.2154
F -7.0864 12.4232 -9.3718
C -8.2396 11.9472 -9.8662
C -8.9154 10.9337 -9.2719
C -10.0420 10.3563 -9.8709
C -10.5123 10.8749 -11.0925
C -9.7838 11.8796 -11.7168
C -8.7012 12.4791 -11.0897
H -8.4687 10.5298 -8.3754
H -10.5922 9.5713 -9.3733
H -11.4008 10.4517 -11.5375
H -10.1418 12.2223 -12.6764
H -8.2277 13.3099 -11.5917
```

***

No. 2
C24H26IN5NiO2 | the ωB97M-V functional and the def2-TZVPD basis

gap between HOMO and LUMO (spin up / spin down) = 5.7 / 6.4 eV
highest occupied orbital energy (spin up / spin down) = -0.2409 / -0.2677 hartree
net charge = 0
spin multiplicity = 3
electronic energy = -85998.3580 eV
lowest unoccupied orbital energy (spin up / spin down) = -0.835 / -0.839 eV

```
59
C24H26IN5NiO2, DFT the ωB97M-V functional and the def2-TZVPD basis
Ni -0.4633 0.2746 0.7709
C -2.0919 -3.6302 0.6017
C -1.6463 -2.3777 0.9813
N -1.3739 -1.4156 0.0956
C -1.5101 -1.6888 -1.1937
C -1.9386 -2.9259 -1.6800
C -2.2392 -3.9144 -0.7445
C -2.1312 -3.1516 -3.1066
C -1.2810 -2.8110 -4.0860
C 0.0747 -2.3263 -3.9134
C 0.8049 -1.8458 -5.0079
C 2.1100 -1.4594 -4.7702
N 2.6633 -1.5387 -3.5657
C 1.8946 -2.0141 -2.6009
N 0.6485 -2.4106 -2.7062
H -2.3259 -4.3683 1.3521
H -1.5215 -2.1211 2.0253
H -1.2865 -0.8956 -1.8913
H -2.5741 -4.8891 -1.0699
H -3.0630 -3.6371 -3.3706
H -1.5767 -2.9708 -5.1145
H 0.3606 -1.7853 -5.9886
H 2.7490 -1.0820 -5.5587
H 2.3395 -2.0944 -1.6171
N 3.7013 -0.1853 0.7395
C 2.3926 -0.3591 0.9846
O 1.5452 -0.0999 0.1452
C 2.0354 -0.9255 2.3335
I 2.3711 0.5858 3.8144
H 3.9773 0.2584 -0.1225
H 4.3909 -0.2764 1.4641
H 2.6382 -1.7935 2.5944
H 0.9666 -1.1456 2.3729
C -1.5485 1.7578 -0.1775
C -0.3655 2.5433 -0.3097
C 0.1011 3.3710 0.7481
C 1.2319 4.1268 0.6072
C 1.9341 4.1430 -0.6096
C 1.4750 3.3585 -1.6808
C 0.3672 2.5688 -1.5278
C 3.0869 4.9319 -0.7478
N 4.0395 5.5660 -0.8613
H -1.9762 1.3829 -1.1054
H -2.2875 2.0817 0.5538
H -0.4589 3.3846 1.6728
H 1.5978 4.7266 1.4271
H 1.9969 3.4040 -2.6281
H 0.0254 1.9612 -2.3552
C -1.0660 2.0254 4.5065
C -1.7332 1.1137 3.4524
C -2.6366 0.0798 4.1508
O -0.7855 0.5174 2.6647
H -1.8131 2.6489 4.9876
H -0.3215 2.6570 4.0295
H -0.5637 1.4188 5.2548
H -2.3838 1.7651 2.8307
H -2.0298 -0.5876 4.7586
H -3.1691 -0.5063 3.4051
H -3.3580 0.5815 4.7892
```

***

No. 3
C24H26N | the ωB97M-V functional and the def2-TZVPD basis

gap between HOMO and LUMO = 7.4 eV
highest occupied orbital energy = -0.4297 hartree
net charge = +1
electronic energy = -26793.7092 eV
lowest unoccupied orbital energy = -4.303 eV

```
51
C24H26N, DFT the ωB97M-V functional and the def2-TZVPD basis
C 3.3018 -2.3709 -1.0849
C 1.8264 -2.2567 -0.9049
C 1.1887 -1.0541 -0.5857
C -0.1807 -0.9711 -0.3915
C -0.9428 -2.1017 -0.5211
N -0.3245 -3.2518 -0.8361
C 1.0039 -3.3580 -1.0252
H 3.5581 -3.1601 -1.7825
H 3.7850 -2.5941 -0.1373
H 3.7107 -1.4373 -1.4542
H 1.7841 -0.1569 -0.4909
H -0.6504 -0.0354 -0.1382
H -2.0089 -2.1296 -0.3787
H -0.8893 -4.0846 -0.9325
H 1.3722 -4.3376 -1.2792
C 0.0053 -1.4587 5.1292
C 0.9409 -1.1655 4.1468
C 0.9736 -1.9148 2.9798
C 0.0713 -2.9549 2.7977
C -0.8608 -3.2519 3.7816
C -0.8930 -2.5006 4.9480
H -0.0187 -0.8779 6.0411
H 1.6474 -0.3598 4.2954
H 1.7153 -1.6947 2.2206
H 0.1089 -3.5529 1.8941
H -1.5578 -4.0683 3.6450
H -1.6156 -2.7314 5.7187
C -3.0328 2.7734 -4.0856
C -1.8521 2.7346 -3.3565
C -1.4415 1.5399 -2.7838
C -2.2096 0.3977 -2.9391
C -3.3975 0.4336 -3.6546
C -3.8052 1.6277 -4.2325
H -3.3560 3.7011 -4.5382
H -1.2546 3.6285 -3.2363
H -0.5249 1.4968 -2.2067
H -1.8731 -0.5305 -2.4929
H -3.9993 -0.4584 -3.7685
H -4.7265 1.6671 -4.7977
C 0.0976 3.9633 -0.0957
C 1.2986 4.6566 -0.0443
C 2.4037 4.0924 0.5785
C 2.3096 2.8353 1.1583
C 1.1088 2.1402 1.1052
C 0.0066 2.7017 0.4737
H -0.7666 4.4050 -0.5739
H 1.3723 5.6419 -0.4844
H 3.3357 4.6394 0.6245
H 3.1654 2.4072 1.6638
H 1.0238 1.1736 1.5905
H -0.9335 2.1632 0.4409
```

***

No. 4
C24H26N2O4SW | the ωB97M-V functional and the def2-TZVPD basis

gap between HOMO and LUMO (spin up / spin down) = 6.7 / 6.7 eV
highest occupied orbital energy (spin up / spin down) = -0.5228 / -0.5216 hartree
net charge = +2
electronic energy = -49129.5249 eV
lowest unoccupied orbital energy (spin up / spin down) = -7.518 / -7.475 eV

```
58
C24H26N2O4SW, DFT the ωB97M-V functional and the def2-TZVPD basis
W -0.3805 0.2215 -0.2361
C -1.9267 -2.7271 1.3044
C -1.6951 -1.2454 1.3266
C -2.5460 -0.3961 0.5924
C -3.6954 -0.9140 -0.2289
C -2.3964 1.0302 0.7634
C -3.3688 1.9621 0.0983
C -1.4134 1.5633 1.6244
C -1.4303 3.0261 1.9566
C -0.3897 0.7170 2.1174
C 0.7596 1.3263 2.8720
C -0.5673 -0.7043 2.0084
C 0.3267 -1.6442 2.7780
H -2.7447 -2.9515 1.9960
H -1.0597 -3.2955 1.6142
H -2.2315 -3.0693 0.3190
H -3.4704 -0.8536 -1.2947
H -4.5853 -0.3135 -0.0516
H -3.9428 -1.9391 0.0261
H -4.2120 2.1258 0.7761
H -3.7410 1.5558 -0.8343
H -2.9143 2.9256 -0.1166
H -0.9920 3.6303 1.1604
H -0.8836 3.2270 2.8728
H -2.4577 3.3561 2.0963
H 0.4735 1.5011 3.9119
H 1.0319 2.2862 2.4367
H 1.6405 0.6928 2.8718
H 0.8398 -2.3566 2.1359
H -0.2930 -2.2264 3.4618
H 1.0567 -1.1176 3.3817
O 1.9579 -3.4610 -1.2093
C 1.1722 -2.4155 -1.1999
O 0.3686 -2.1532 -0.3040
C 1.2605 -1.5188 -2.3585
C 1.9137 -1.7453 -3.5497
C 1.6701 -0.8592 -4.6064
C 0.7265 0.1393 -4.4600
C 0.0956 0.2720 -3.2276
N 0.4208 -0.4825 -2.1902
C -1.1098 1.1380 -2.9610
O -1.5730 1.8782 -3.7762
O -1.6159 0.8611 -1.7696
H 1.7663 -4.0599 -0.4684
H 2.5636 -2.6004 -3.6682
H 2.1820 -1.0015 -5.5483
H 0.4362 0.7992 -5.2663
S 0.5758 2.3523 -0.7598
C 2.0406 1.5831 -0.1957
C 3.3271 2.1021 -0.1529
C 4.3326 1.2877 0.3307
C 4.0412 -0.0135 0.7451
C 2.7464 -0.4678 0.6537
N 1.7613 0.3231 0.1897
H 3.5207 3.1128 -0.4820
H 5.3464 1.6603 0.3935
H 4.8134 -0.6616 1.1320
H 2.4680 -1.4622 0.9688
```

***

Question: Look up the electronic energy of the fourth one.
Answer: -49129.5249 eV

***

Repeat the second record exactly.
C24H26IN5NiO2 | the ωB97M-V functional and the def2-TZVPD basis

gap between HOMO and LUMO (spin up / spin down) = 5.7 / 6.4 eV
highest occupied orbital energy (spin up / spin down) = -0.2409 / -0.2677 hartree
net charge = 0
spin multiplicity = 3
electronic energy = -85998.3580 eV
lowest unoccupied orbital energy (spin up / spin down) = -0.835 / -0.839 eV

```
59
C24H26IN5NiO2, DFT the ωB97M-V functional and the def2-TZVPD basis
Ni -0.4633 0.2746 0.7709
C -2.0919 -3.6302 0.6017
C -1.6463 -2.3777 0.9813
N -1.3739 -1.4156 0.0956
C -1.5101 -1.6888 -1.1937
C -1.9386 -2.9259 -1.6800
C -2.2392 -3.9144 -0.7445
C -2.1312 -3.1516 -3.1066
C -1.2810 -2.8110 -4.0860
C 0.0747 -2.3263 -3.9134
C 0.8049 -1.8458 -5.0079
C 2.1100 -1.4594 -4.7702
N 2.6633 -1.5387 -3.5657
C 1.8946 -2.0141 -2.6009
N 0.6485 -2.4106 -2.7062
H -2.3259 -4.3683 1.3521
H -1.5215 -2.1211 2.0253
H -1.2865 -0.8956 -1.8913
H -2.5741 -4.8891 -1.0699
H -3.0630 -3.6371 -3.3706
H -1.5767 -2.9708 -5.1145
H 0.3606 -1.7853 -5.9886
H 2.7490 -1.0820 -5.5587
H 2.3395 -2.0944 -1.6171
N 3.7013 -0.1853 0.7395
C 2.3926 -0.3591 0.9846
O 1.5452 -0.0999 0.1452
C 2.0354 -0.9255 2.3335
I 2.3711 0.5858 3.8144
H 3.9773 0.2584 -0.1225
H 4.3909 -0.2764 1.4641
H 2.6382 -1.7935 2.5944
H 0.9666 -1.1456 2.3729
C -1.5485 1.7578 -0.1775
C -0.3655 2.5433 -0.3097
C 0.1011 3.3710 0.7481
C 1.2319 4.1268 0.6072
C 1.9341 4.1430 -0.6096
C 1.4750 3.3585 -1.6808
C 0.3672 2.5688 -1.5278
C 3.0869 4.9319 -0.7478
N 4.0395 5.5660 -0.8613
H -1.9762 1.3829 -1.1054
H -2.2875 2.0817 0.5538
H -0.4589 3.3846 1.6728
H 1.5978 4.7266 1.4271
H 1.9969 3.4040 -2.6281
H 0.0254 1.9612 -2.3552
C -1.0660 2.0254 4.5065
C -1.7332 1.1137 3.4524
C -2.6366 0.0798 4.1508
O -0.7855 0.5174 2.6647
H -1.8131 2.6489 4.9876
H -0.3215 2.6570 4.0295
H -0.5637 1.4188 5.2548
H -2.3838 1.7651 2.8307
H -2.0298 -0.5876 4.7586
H -3.1691 -0.5063 3.4051
H -3.3580 0.5815 4.7892
```